# 1
This record from OMol25 describes C17H45N4O3PRh as an isolated structure. The level of theory is the ωB97M-V functional and the def2-TZVPD basis.

Results
E   -1570.39697 Ha
Energy relative to the best compared isomer or geometry (same formula, charge and spin)   131.2 kJ/mol
LUMO   -10.6 eV
Total charge   +3
Strongest force on any atom   2.60 eV/A
Kohn-Sham gap   8.03 eV

CARTESIAN COORDINATES (ANGSTROEM)
Rh  -0.331  -0.079  0.065
N  0.779  2.057  -0.121
C  -0.130  3.063  -0.650
C  -1.352  2.869  0.178
N  -1.763  1.431  0.044
H  1.011  2.283  0.839
H  1.655  2.002  -0.623
H  -0.324  2.871  -1.707
H  0.253  4.080  -0.570
H  -2.164  3.524  -0.136
H  -1.147  3.062  1.231
H  -2.244  1.329  -0.848
H  -2.401  1.210  0.792
C  2.645  0.246  -2.119
O  2.283  0.043  -0.739
C  2.988  -1.049  -0.125
C  2.405  -2.323  -0.625
O  0.966  -2.183  -0.608
C  0.451  -3.442  -1.102
H  3.710  0.464  -2.201
H  2.075  1.098  -2.488
H  2.405  -0.628  -2.724
H  2.824  -0.964  0.949
H  4.060  -1.002  -0.324
H  2.715  -3.167  -0.006
H  2.709  -2.529  -1.652
H  0.597  -4.231  -0.364
H  0.971  -3.706  -2.022
H  -0.595  -3.320  -1.323
C  -3.137  -2.570  -2.265
C  -2.583  -1.276  -1.653
C  -1.267  -0.831  -2.345
P  -2.345  -1.327  0.151
C  -3.848  -0.531  0.855
C  -3.704  -0.311  2.375
C  -5.177  -1.200  0.450
C  -2.155  -3.003  0.887
C  -3.467  -3.721  1.235
C  -1.208  -2.942  2.104
H  -3.271  -2.423  -3.339
H  -4.106  -2.844  -1.853
H  -2.451  -3.408  -2.135
H  -3.322  -0.479  -1.791
H  -0.616  -1.669  -2.569
H  -0.639  -0.091  -1.757
H  -1.477  -0.316  -3.284
H  -3.886  0.433  0.363
H  -3.929  -1.225  2.923
H  -4.418  0.444  2.706
H  -2.699  0.016  2.664
H  -5.348  -2.138  0.960
H  -5.272  -1.354  -0.624
H  -5.971  -0.516  0.752
H  -1.676  -3.568  0.099
H  -3.979  -3.263  2.077
H  -3.188  -4.729  1.547
H  -4.150  -3.820  0.396
H  -1.712  -2.501  2.966
H  -0.302  -2.372  1.908
H  -0.921  -3.957  2.380
C  1.359  1.222  5.068
N  0.494  0.644  4.025
C  0.794  0.566  2.751
N  1.956  1.079  2.311
O  -0.079  0.010  1.965
H  0.883  1.058  6.029
H  1.482  2.294  4.921
H  2.331  0.732  5.084
H  -0.402  0.262  4.292
H  2.656  1.387  2.969
H  2.274  0.839  1.384

Cartesian forces, eV/Å:
-1.62 0.77 -1.89
0.56 -0.32 -0.27
0.21 0.03 -0.08
-0.37 0.15 -0.01
0.74 0.18 0.21
0.09 0.26 -0.04
0.04 0.11 -0.02
-0.02 -0.02 -0.01
-0.02 0.04 0.05
-0.18 -0.16 0.06
-0.01 -0.04 0.02
-0.21 0.01 0.11
-0.31 0.13 0.14
0.04 -0.09 0.18
0.82 -0.22 0.17
-0.11 0.38 -0.24
-0.16 -0.10 -0.02
0.11 -0.46 0.06
0.13 0.24 0.08
0.03 0.01 -0.02
-0.01 0.00 -0.01
-0.03 0.01 -0.03
0.04 -0.02 0.03
0.02 0.03 0.01
-0.03 -0.02 0.04
0.03 -0.02 -0.03
-0.02 -0.02 0.03
0.01 -0.04 -0.03
-0.12 -0.02 -0.08
0.08 0.16 -0.27
0.11 -0.11 -0.35
-0.37 -0.43 0.31
0.34 -0.96 0.49
0.24 -0.01 0.34
-0.17 0.00 -0.14
0.03 0.15 0.13
0.02 0.21 0.24
0.29 -0.18 0.05
-0.14 -0.09 -0.09
-0.01 -0.04 0.01
0.01 0.01 0.05
-0.09 0.03 0.00
-0.08 -0.05 -0.05
0.08 0.04 0.08
0.10 0.25 -0.53
0.08 0.22 0.11
-0.19 0.31 -0.15
0.06 0.00 0.00
-0.01 -0.03 -0.01
-0.03 0.00 -0.03
-0.02 -0.02 0.02
0.02 0.04 -0.01
-0.03 0.01 -0.05
0.07 -0.16 -0.03
0.00 0.02 -0.01
-0.05 -0.02 0.00
0.02 0.01 -0.03
0.01 0.01 -0.02
0.00 -0.10 -0.04
-0.06 0.00 -0.01
-0.06 -0.10 -0.11
-0.09 0.03 0.50
0.03 0.00 -0.51
-0.09 -0.19 0.00
0.18 0.23 1.67
-0.01 -0.01 0.00
-0.03 0.04 -0.03
0.00 -0.07 0.00
0.06 0.03 0.01
-0.01 0.00 0.03
0.04 -0.01 0.02

***

# 2
This record from OMol25 describes C17H45N4O9V as an isolated structure. The level of theory is the ωB97M-V functional and the def2-TZVPD basis.

Results
E   -2514.05722 Ha
LUMO (alpha / beta)   -6.2 / -10.9 eV
Multiplicity   3
Total charge   +2
Strongest force on any atom   3.44 eV/A
Kohn-Sham gap (alpha / beta)   8.37 / 3.61 eV

CARTESIAN COORDINATES (ANGSTROEM)
O  0.641  -0.972  0.026
V  0.435  0.198  1.019
N  -0.779  -1.763  3.447
O  -1.527  -1.242  4.254
O  -0.708  -3.029  3.429
O  -0.062  -1.049  2.750
C  -1.064  -5.480  -0.466
C  0.368  -4.751  -0.412
C  0.745  -3.962  -1.687
O  0.433  -4.034  0.731
H  -1.817  -4.695  -0.546
H  -1.179  -6.055  0.452
H  -1.145  -6.208  -1.274
H  1.222  -5.425  -0.359
H  0.379  -2.952  -1.506
H  0.120  -4.332  -2.500
H  1.813  -3.953  -1.901
H  0.070  -4.553  1.452
C  2.885  -1.883  1.795
O  2.517  -0.515  1.749
C  3.094  0.312  2.750
C  2.526  1.756  2.678
N  1.133  1.892  2.348
C  0.937  3.375  2.178
C  -0.486  3.782  1.784
O  -0.443  3.840  0.323
C  -1.250  4.821  -0.322
H  3.281  -2.131  2.780
H  3.570  -2.009  0.957
H  2.013  -2.522  1.657
H  4.182  0.362  2.710
H  2.840  -0.137  3.710
H  2.891  2.157  1.732
H  2.793  2.332  3.564
H  0.614  1.741  3.201
H  1.534  3.955  1.475
H  1.086  3.887  3.129
H  -0.648  4.844  1.968
H  -1.286  3.127  2.129
H  -1.027  4.967  -1.379
H  -1.299  5.811  0.130
H  -2.262  4.419  -0.360
C  -0.249  2.221  -2.684
C  0.465  1.097  -1.843
C  1.779  0.638  -2.598
O  2.569  -0.399  -1.940
C  3.825  -0.780  -2.517
N  0.834  1.766  -0.593
H  -1.020  2.738  -2.112
H  -0.672  1.808  -3.600
H  0.517  2.937  -2.978
H  -0.313  0.356  -1.658
H  2.414  1.510  -2.755
H  1.560  0.313  -3.616
H  4.591  -0.191  -2.012
H  3.790  -0.626  -3.595
H  4.244  -1.731  -2.189
H  1.724  2.152  -0.873
H  0.351  2.652  -0.560
C  -2.618  -1.955  0.535
C  -2.381  -0.760  -0.418
C  -3.563  -0.115  -1.203
O  -3.109  1.110  -1.802
C  -4.220  1.876  -2.151
N  -1.784  0.382  0.404
H  -1.748  -2.392  1.024
H  -3.036  -2.746  -0.089
H  -3.334  -1.797  1.342
H  -1.547  -0.978  -1.086
H  -4.370  -0.020  -0.477
H  -4.068  -0.847  -1.834
H  -4.604  2.387  -1.268
H  -4.970  1.260  -2.647
H  -3.689  2.574  -2.798
H  -2.492  0.421  1.122
H  -2.020  1.212  -0.122

Cartesian forces, eV/Å:
-0.17 0.41 0.59
-0.08 -0.71 -1.58
-1.04 -0.05 1.78
0.02 -0.81 -0.37
0.14 1.25 -0.69
1.02 0.16 -1.24
1.87 0.22 0.04
-1.11 -1.67 -2.60
-1.42 0.57 0.97
0.35 1.96 1.66
-0.04 -0.15 -0.02
-0.22 0.13 0.14
0.09 0.30 -0.14
-0.10 -1.26 0.25
0.34 0.34 -0.17
0.51 -0.25 -0.19
-0.23 -0.04 -0.06
-0.08 -0.22 0.38
0.02 -0.52 -0.26
-1.13 1.98 -0.17
-0.81 0.47 1.18
1.73 -1.35 -1.63
-1.31 0.87 0.65
-2.09 0.96 0.59
0.74 0.80 -2.27
-0.11 0.31 -0.24
-1.51 -0.40 -0.15
0.42 0.07 -0.17
0.25 -0.49 0.37
-0.06 0.28 -0.23
0.04 -0.05 -0.35
0.01 -0.01 0.29
1.32 0.40 0.46
0.30 0.02 -0.18
-0.47 -0.39 0.43
0.65 -1.03 -0.21
0.41 -0.37 0.36
-0.17 -0.23 1.26
-0.11 0.11 0.16
0.86 -0.28 0.17
0.41 -0.12 0.43
-0.40 0.22 0.21
1.02 -1.00 -0.45
-0.32 0.92 -1.95
0.32 -1.16 0.13
-1.44 -0.03 0.52
0.21 1.48 0.53
0.90 -1.45 0.37
0.00 -0.29 0.00
-0.14 0.07 0.07
-0.04 0.26 -0.06
0.69 -0.29 -0.23
0.06 0.48 0.30
-0.43 -0.20 -0.06
0.20 0.97 -0.64
0.41 -0.30 0.03
-1.33 -0.77 -0.36
1.14 -0.32 0.86
-1.04 0.05 0.85
-0.74 -0.07 -1.02
1.36 0.79 0.33
0.66 -1.23 1.34
0.01 -3.13 1.42
0.60 1.11 -0.58
-0.03 -0.51 0.67
0.44 0.41 -0.48
-0.11 -0.19 0.13
-0.27 0.46 -0.15
-0.39 -0.54 -0.33
-0.13 1.09 0.46
0.64 0.10 -1.04
-0.39 0.03 -0.06
-0.11 0.37 -0.17
-1.17 0.54 -0.42
0.17 0.28 1.04
0.43 0.61 -0.53